# 1
ORCA calculation (wB97M-V/def2-TZVPD) on a structure of composition C41H40N7O7PW.

Values from the calculation:
2S+1 ... 3
Net charge ... +2
Energy relative to the best compared isomer or geometry (same formula, charge and spin) ... 2.33 kcal/mol
Molecular weight ... 957.627 g mol⁻¹
E_tot ... -79027.48672 eV
HOMO energy (spin up / spin down) ... -12.15 / -14.01 eV
Kohn-Sham gap (spin up / spin down) ... 5.90 / 6.95 eV

```
97
Properties=species:S:1:pos:R:3:mulliken_charge:R:1
W 0.52329 0.34389 0.29244 1.33
C 4.15583 -0.15833 2.71874 -1.91
C 3.04547 -0.24276 1.72884 0.48
N 1.93328 0.40658 1.83950 0.60
C 1.62460 1.26290 2.98720 -0.70
C 1.16331 2.58512 2.42855 -1.03
N 0.12266 2.35741 1.37545 -0.28
C -1.29040 2.50793 1.84355 -0.10
C -1.94310 1.17350 2.11836 -0.83
N -1.55474 0.21204 1.06554 -0.22
C -2.52575 -0.18559 0.02461 -1.13
C -1.87448 -1.31897 -0.76722 -1.22
N -0.40964 -1.10542 -0.89590 0.85
C 0.33722 -1.97800 -1.53362 0.29
C -0.24682 -3.07342 -2.35022 -1.49
C 1.74186 -1.89023 -1.21363 0.44
C 2.72596 -2.78657 -1.59063 -0.79
C 3.92087 -2.81573 -0.89369 -1.48
C 4.08323 -1.99921 0.22531 -0.53
C 3.10378 -1.08884 0.54643 0.71
N 1.99706 -0.97244 -0.23979 1.36
H 3.80063 -0.37673 3.72603 0.41
H 4.57572 0.84982 2.71241 0.37
H 4.95533 -0.85466 2.48909 0.53
H 2.48138 1.41037 3.63687 0.97
H 0.84212 0.76841 3.56624 -0.01
H 2.00216 3.07554 1.94263 0.48
H 0.77630 3.23709 3.20998 0.45
H 0.26417 3.09115 0.68361 -0.12
H -1.82754 3.02109 1.05428 -0.44
H -1.32243 3.14807 2.72477 0.60
H -3.02640 1.27754 2.17484 0.74
H -1.60952 0.75852 3.06984 0.15
H -1.30320 -0.65969 1.55084 -0.28
H -2.77675 0.66060 -0.60883 0.33
H -3.44658 -0.54319 0.48613 0.64
H -2.34683 -1.40462 -1.74205 0.73
H -2.02279 -2.26759 -0.24424 0.64
H -0.94196 -2.68718 -3.09813 0.21
H -0.80628 -3.74536 -1.69278 0.35
H 0.51431 -3.66055 -2.85354 0.53
H 2.54151 -3.50092 -2.38080 0.54
H 4.69210 -3.52269 -1.16619 0.49
H 4.96323 -2.09747 0.84428 0.43
O 3.02609 2.03288 -0.09239 -0.67
C 2.13642 1.48532 -0.71200 0.90
C 2.20713 1.47942 -2.19998 0.04
C 3.41527 1.48134 -2.88614 -0.64
C 3.39774 1.60109 -4.26495 -0.98
C 2.18664 1.76429 -4.94025 -0.86
C 0.98575 1.78876 -4.24747 -0.56
C 1.00426 1.61701 -2.86624 -0.25
P -0.42523 1.75916 -1.76299 2.74
C -1.78678 1.30322 -2.90304 0.72
C -2.89456 2.09907 -3.18697 -0.78
C -3.82778 1.69508 -4.13659 -0.76
C -3.66331 0.50389 -4.82314 -0.92
C -2.54078 -0.27902 -4.57848 -0.75
C -1.61268 0.12140 -3.63288 -1.28
C -0.55778 3.55359 -1.44542 0.46
C 0.54268 4.38156 -1.68179 -0.64
C 0.47691 5.73773 -1.38621 -0.96
C -0.68133 6.28580 -0.85456 -0.74
C -1.77796 5.47151 -0.60423 -1.12
C -1.71253 4.11601 -0.88894 -0.48
H 4.34608 1.39956 -2.33819 0.60
H 4.32669 1.58534 -4.82081 0.47
H 2.18297 1.88536 -6.01579 0.49
H 0.05566 1.94216 -4.78138 0.55
H -3.04086 3.05251 -2.70795 0.47
H -4.68015 2.32923 -4.34435 0.48
H -4.38859 0.19898 -5.56680 0.43
H -2.38209 -1.19223 -5.14040 0.48
H -0.71429 -0.46380 -3.49644 0.82
H 1.45041 3.98616 -2.11879 0.40
H 1.33435 6.36714 -1.58650 0.50
H -0.73112 7.34500 -0.63584 0.43
H -2.68579 5.89113 -0.18887 0.48
H -2.57314 3.49885 -0.66179 0.61
O 0.66555 -3.41380 0.80845 -0.52
C 0.16792 -2.76798 1.71940 -0.37
O 0.14109 -1.46591 1.80579 -0.17
C -0.54101 -3.48609 2.82835 0.65
C -0.30690 -4.84100 3.01858 -0.34
C -0.98518 -5.49480 4.02413 -0.44
C -1.90506 -4.87408 4.84458 -0.57
C -2.11462 -3.53007 4.62017 -0.40
C -1.44643 -2.82658 3.64185 -0.21
N -3.09218 -2.80301 5.46666 1.07
O -3.26955 -1.62258 5.22444 -0.63
O -3.66258 -3.43506 6.32125 -0.59
N -0.71951 -6.94309 4.23088 1.05
O -1.41410 -7.52135 5.03403 -0.59
O 0.15985 -7.44063 3.56070 -0.60
H 0.38819 -5.38206 2.39266 0.78
H -2.42885 -5.41802 5.61703 0.63
H -1.64709 -1.76981 3.54449 0.42
```

# 2
ORCA calculation (wB97M-V/def2-TZVPD) on the molecule C4H5N in a non-equilibrium geometry.

Values from the calculation:
Net charge ... 0
Energy relative to the best compared isomer or geometry (same formula, charge and spin) ... 0.96 kcal/mol
Molecular weight ... 67.091 g mol⁻¹
SMILES string ... c1cc[nH]c1
E_tot ... -5718.80485 eV
HOMO energy ... -8.25 eV
Kohn-Sham gap ... 9.33 eV

```
10
Properties=species:S:1:pos:R:3:mulliken_charge:R:1
C 0.02434 1.15530 -0.33752 -0.41
C 0.51952 0.06362 -1.06096 -0.39
C 0.28015 -1.08946 -0.34088 -0.41
C -0.50374 0.65099 0.82871 -0.45
H 0.00577 2.19643 -0.64244 0.37
H 1.04361 0.06803 -1.99926 0.38
H 0.45134 -2.14946 -0.53163 0.35
H -0.53738 -1.30865 1.59699 0.21
H -0.93612 1.12616 1.68582 0.37
N -0.34748 -0.71295 0.80118 -0.02
```

> Among the records above, which one has the highest energy relative to the best compared isomer or geometry (same formula, charge and spin)?

C41H40N7O7PW